DFT (ωB97M-V/def2-TZVPD) results for a structure of composition C44H46Cl2N10O2RhSi.

XYZ file:
```
106
Properties=species:S:1:pos:R:3:forces:R:3
Rh 1.26858 -0.16562 1.84160 0.3 0.5 0.2
C 3.68289 -2.97031 -2.08474 0.0 -0.2 -0.3
N 3.62911 -2.02108 -0.98940 -0.3 0.2 0.0
C 2.62706 -1.21712 -0.61976 0.3 0.0 -0.1
N 2.98971 -0.52407 0.45049 -0.4 -0.1 -0.1
C 4.24990 -0.95838 0.69586 0.1 0.0 0.0
N 4.67361 -1.86152 -0.15490 0.2 0.0 0.0
C 3.10802 -2.46432 -3.39048 -0.1 0.1 0.0
C 2.74608 -3.41279 -4.35311 0.1 -0.2 0.2
C 2.36764 -2.98048 -5.62911 0.0 0.1 -0.1
C 2.31421 -1.64227 -5.94428 0.0 -0.1 -0.2
C 2.61416 -0.67116 -4.96212 0.0 0.4 0.1
C 3.02743 -1.11985 -3.68264 -0.1 -0.1 0.2
C 2.54987 0.72245 -5.21294 0.0 -0.3 0.1
N 2.70452 1.39165 -6.34448 0.0 0.0 -0.2
N 2.66070 2.70030 -6.05477 0.0 0.2 0.3
C 2.46014 2.82429 -4.75862 0.1 -0.3 -0.3
O 2.38367 1.58868 -4.15117 0.0 0.1 0.0
C 2.25133 3.99469 -3.97324 -0.1 0.1 0.3
C 2.76607 5.25487 -4.33602 0.0 -0.1 -0.1
C 2.54784 6.34785 -3.52623 0.0 0.1 0.1
C 1.78683 6.24559 -2.36034 -0.1 -0.1 0.0
C 1.22518 5.01481 -2.01933 0.1 0.1 0.0
C 0.23954 4.95023 -0.87400 0.1 0.2 -0.1
N 0.17888 3.66261 -0.21091 0.2 -0.1 0.1
C 1.15708 2.92450 0.29683 -0.1 0.0 0.1
N 0.66494 1.81142 0.81548 -0.5 -0.6 -0.1
C -0.68912 1.90922 0.55685 0.4 0.4 0.0
N -1.01645 3.03075 -0.05011 -0.3 -0.1 0.0
C 1.48101 3.90131 -2.79447 0.1 -0.1 -0.1
H 3.17059 -3.89073 -1.79030 0.0 0.0 0.0
H 4.73753 -3.21078 -2.21623 0.0 0.0 0.1
H 1.69870 -1.11328 -1.15479 0.0 -0.1 0.0
H 4.86454 -0.58768 1.49856 0.0 0.0 0.0
H 2.77937 -4.46957 -4.11334 0.0 0.0 0.0
H 2.11379 -3.71847 -6.38108 0.0 0.0 0.0
H 2.01680 -1.31397 -6.93167 0.0 0.0 0.0
H 3.31913 -0.37205 -2.95684 0.0 0.0 0.0
H 3.34839 5.34113 -5.24382 0.0 0.0 0.0
H 2.97773 7.30724 -3.78925 0.0 0.0 0.0
H 1.61195 7.11475 -1.73681 0.0 0.0 0.0
H -0.76675 5.11709 -1.25680 0.0 0.0 0.1
H 0.45032 5.73454 -0.14313 0.0 0.0 0.0
H 2.19566 3.21045 0.28069 0.0 0.0 0.0
H -1.02310 0.11012 1.28774 -0.1 -0.1 0.0
H 1.04953 2.94082 -2.53913 0.0 0.0 0.0
Cl -3.29976 -2.96526 1.82568 -0.1 0.0 -0.1
C -2.38255 -2.42078 3.19280 0.1 0.1 0.0
C -2.98693 -2.33226 4.42950 0.0 -0.1 0.2
C -2.24546 -1.86570 5.50676 0.1 -0.1 -0.2
Cl -3.02724 -1.79766 7.06056 0.0 0.0 0.1
C -0.92468 -1.39883 5.37746 -0.2 0.0 0.0
C -0.14751 -0.87070 6.42932 0.1 0.1 0.1
C 1.12951 -0.36031 6.14503 0.0 0.0 -0.1
C 1.58287 -0.34565 4.85516 0.0 -0.1 0.2
N 0.87361 -0.87341 3.81553 0.0 -0.1 -0.1
C -0.34218 -1.44445 4.07009 0.0 0.1 0.0
C -1.05215 -2.03716 3.01424 0.0 -0.3 0.1
O -0.41906 -2.24456 1.79950 -0.2 0.5 0.0
H -4.01690 -2.62982 4.55951 0.0 0.0 0.0
H -0.54647 -0.83627 7.43161 0.0 0.0 0.0
H 1.74617 0.04270 6.93727 0.0 0.0 0.0
H 2.53938 0.08782 4.59026 0.0 0.0 0.0
C -0.84079 -0.58327 -1.52243 -0.2 0.0 0.0
C -2.26129 -0.09077 -1.83182 0.2 0.2 0.1
C -2.21938 1.21595 -2.64023 0.0 -0.2 -0.1
C -3.21042 0.09010 -0.65359 0.1 0.0 0.0
C -4.53081 -0.29020 -0.87770 0.0 0.0 0.0
C -5.51615 -0.07083 0.06442 0.0 0.0 0.0
C -5.19567 0.57348 1.24466 -0.1 -0.1 0.0
C -3.88934 0.95719 1.52943 0.0 0.0 0.0
C -3.67023 1.72190 2.82760 0.3 0.1 0.0
C -2.57203 1.19097 3.75378 -0.1 -0.1 0.0
C -3.46661 3.21135 2.51756 -0.1 -0.1 0.1
C -2.88921 0.68775 0.57829 -0.3 0.0 -0.1
N -1.52836 0.91683 0.93694 0.2 -0.1 0.1
H -0.44330 -1.09228 -2.40475 0.0 0.0 0.0
H -0.84059 -1.28542 -0.68688 0.1 0.0 0.0
H -0.16694 0.24327 -1.29533 0.0 0.0 0.1
H -2.71988 -0.85211 -2.46828 0.0 0.0 0.1
H -1.88255 2.03859 -2.01135 0.0 0.0 0.0
H -3.21288 1.46121 -3.02040 0.0 0.0 0.0
H -1.53682 1.11486 -3.48733 0.0 0.0 0.0
H -4.78297 -0.78054 -1.81119 0.0 0.0 0.0
H -6.53069 -0.40131 -0.12172 0.0 0.0 0.0
H -5.97292 0.76864 1.97454 0.0 0.0 0.0
H -4.60646 1.62792 3.38535 0.0 0.0 0.0
H -1.57235 1.38747 3.37381 0.1 0.0 0.0
H -2.68112 0.11551 3.90283 0.0 0.1 0.0
H -2.65741 1.67365 4.73024 0.0 0.0 0.0
H -2.59998 3.36048 1.87485 0.0 0.0 0.0
H -3.32213 3.77438 3.44277 0.0 0.0 0.0
H -4.34000 3.61681 2.00238 0.0 0.0 0.0
C -0.71320 -5.12331 2.31360 0.0 0.3 -0.1
Si 0.22469 -3.74945 1.42827 0.3 -0.8 -0.1
C 0.02218 -3.98971 -0.42686 0.1 0.1 0.3
C 2.03154 -3.79835 1.98105 -0.3 0.1 -0.2
H -0.16586 -6.06705 2.26137 0.1 0.1 0.0
H -1.69070 -5.27571 1.85538 0.0 0.0 0.0
H -0.87011 -4.88155 3.36718 0.0 0.0 0.0
H 0.40500 -4.97713 -0.70040 0.0 0.0 0.0
H 0.55722 -3.25302 -1.02512 0.0 0.0 0.0
H -1.03152 -3.94906 -0.70867 0.0 0.0 0.0
H 2.70773 -4.07917 1.17048 0.0 0.0 0.0
H 2.17493 -4.51523 2.79177 0.0 0.0 0.0
H 2.33215 -2.81647 2.35150 0.0 0.0 0.0
```
Positions in Å, forces in eV/Å.

charge	-1
2S+1	5
Kohn-Sham gap (alpha / beta)	3.89 / 7.34	eV
max |F|	0.85	eV Å⁻¹
electronic energy	-3722.8369	Ha
relative energy (zero: lowest compared OMol25 entry of this formula, charge and spin)	0.0	kJ/mol
highest occupied orbital energy (alpha / beta)	-1.59 / -5.18	eV